(1)
The following is a quantum chemistry calculation of 4 unconnected molecules or ions with the total composition C22H42N7O4, from the Open Molecules 2025 dataset.

Results
Net charge: +1
Highest occupied orbital energy (eV): -10.42
DFT total energy (eV): -42109.7533

Element x y z (Å)
C (2.1352, -2.6451, 0.2605)
H (-2.2223, 1.2221, 1.5303)
C (2.2444, -1.1448, 0.2772)
H (-0.9376, -1.6029, 2.8343)
C (-1.3665, 2.6064, -0.3522)
H (0.3477, -1.8868, 3.9738)
H (-2.4652, -3.4564, -2.6713)
N (1.8516, -0.9198, 1.7215)
C (-2.3122, -6.9498, 0.2764)
C (0.9097, -1.8826, 1.9942)
C (-2.3364, 3.5743, 0.2779)
H (-1.8873, 1.7085, -0.6814)
H (-2.1408, -7.2899, -0.7402)
O (-2.2840, -1.3309, -0.4254)
C (3.6594, -0.5996, 0.0123)
H (-2.8544, -4.7106, 3.1862)
H (-5.2490, -1.5556, -3.4137)
H (4.3123, -1.4708, -0.0390)
H (2.1144, -3.1362, -0.7034)
H (-2.6096, 2.0121, 3.0768)
H (0.1549, 7.8030, -1.1479)
N (-4.1638, -1.5163, -1.6337)
H (1.4937, -0.6133, -0.3087)
H (4.4142, 4.0439, 0.1395)
C (-1.3209, -5.8618, 0.5984)
C (-2.9293, 1.8695, 2.0406)
H (-3.6434, 3.8459, 1.7587)
H (-0.9091, 3.0833, -1.2144)
H (-4.3692, -0.5835, -1.3075)
C (2.2182, 7.3030, -1.2050)
H (-3.3122, -4.1177, -1.2443)
H (2.5289, 8.3189, -1.4107)
C (-2.2874, -5.6053, 2.9236)
H (-4.7964, -3.1538, -2.7993)
N (-1.3780, -5.2977, 1.8313)
C (-2.9976, -2.0041, -1.1756)
H (0.1404, -2.9084, 0.4799)
H (-2.1843, -7.7952, 0.9527)
H (-3.3325, -6.5709, 0.3512)
H (4.4689, 4.1446, -1.6728)
C (4.3440, 1.6296, -1.0853)
H (3.9722, 0.0364, 0.8386)
N (0.0397, -1.7623, 3.0242)
H (-0.5799, 2.3395, 0.3591)
C (-2.5802, -3.3864, -1.5896)
C (0.8947, 7.0225, -1.0760)
H (2.7883, 2.6371, -1.8184)
H (-3.9117, 1.3926, 2.0410)
H (-1.7122, -5.9197, 3.7952)
C (3.8515, 3.9650, -0.7877)
H (1.0930, 3.7298, -0.5295)
O (4.5020, 6.6000, -1.1895)
C (-5.1244, -2.1602, -2.5156)
H (-1.6260, -3.6086, -1.1243)
H (4.9921, 1.8745, -1.9357)
C (3.8257, 0.2016, -1.3101)
H (4.7978, 6.8343, -0.3034)
H (-2.9786, -6.3949, 2.6523)
H (2.9556, -2.9706, 0.9046)
C (0.5077, 5.7427, -0.8510)
H (-6.0861, -2.2330, -2.0077)
C (1.4269, 4.7315, -0.7273)
H (4.9228, 1.6370, -0.1611)
C (2.7470, 5.0240, -0.8618)
C (3.1445, 6.3195, -1.0822)
H (-0.6895, -4.5761, 1.9732)
O (-0.4856, -5.4760, -0.2121)
H (4.5736, -0.3148, -1.9098)
N (3.2682, 2.6054, -0.9218)
N (0.9389, -2.9216, 1.1346)
H (-0.5384, 5.4856, -0.7481)
O (-2.5182, 4.6917, -0.1710)
H (2.6658, -1.0383, 2.3318)
H (2.8890, 0.1824, -1.8682)
N (-3.0145, 3.1541, 1.3816)

Results of the Mulliken charge analysis, in e, for atoms 1 through 8: number 1, C, carries -0.938; number 2, H, carries 0.135; number 3, C, carries 0.537; number 4, H, carries 0.234; number 5, C, carries -1.345; number 6, H, carries 0.217; number 7, H, carries 0.424; number 8, N, carries -0.393



(2)
The following is a quantum chemistry calculation of 3 unconnected molecules or ions with the total composition C22H42NO3, from the Open Molecules 2025 dataset.

Results
Net charge: +1
Highest occupied orbital energy (eV): -11.86
DFT total energy (eV): -31116.2540
ΔE to the lowest compared entry with this formula, charge and spin (kcal per mole): 149.1

Element x y z (Å)
C (-2.3231, -2.5202, -2.0940)
C (1.0335, -1.0356, 0.2948)
O (-2.2012, -4.8969, -3.3559)
C (1.2555, 8.6396, 3.4173)
C (-0.0502, -9.6337, -2.6599)
C (2.4675, 6.3540, 3.4690)
H (2.8130, 6.4727, 4.5014)
C (1.7058, 9.0943, 4.7981)
H (1.6349, 3.1378, 1.8819)
H (-3.8118, -2.0790, -3.8244)
H (2.0883, -9.8161, -3.5589)
H (-1.0907, -0.8491, 0.1332)
C (0.7956, 2.4621, 1.6868)
C (-0.4903, 3.1491, 2.1264)
H (-2.5592, -6.0478, -1.6003)
H (1.7989, 1.6989, -0.0515)
C (-0.2520, -0.2469, 0.4989)
H (0.6908, 3.0082, -0.3905)
C (0.8091, 2.0937, 0.2021)
H (2.4355, 7.1014, 0.7185)
H (4.4931, 6.1756, 2.7916)
C (-0.2652, 1.0944, -0.2365)
H (-0.4261, -0.0982, 1.5692)
O (-2.4897, -9.6953, -0.6003)
H (-0.1461, 0.9102, -1.3110)
C (0.2646, -6.7241, -3.6250)
C (-3.5720, -4.3626, -3.4439)
C (-2.3277, -6.1900, -2.7280)
C (3.6026, 6.7542, 2.5250)
H (1.9008, -0.5055, 0.6950)
H (2.2630, 5.2840, 3.3426)
H (-1.2548, 1.5490, -0.1190)
H (0.9700, -1.9995, 0.8080)
H (-2.4645, -1.5462, -1.5183)
H (0.9650, 1.5733, 2.3025)
C (3.2838, 6.5019, 1.0574)
H (1.0229, 8.7300, 5.5707)
H (1.2074, -1.2300, -0.7676)
H (-4.2903, -8.2221, -1.6661)
H (3.8644, 7.8071, 2.6672)
H (2.7123, 8.7397, 5.0322)
H (-2.1104, -3.3384, -1.3094)
H (0.4304, 6.7458, 4.0150)
H (4.1438, 6.7655, 0.4357)
H (2.2066, -7.4489, -4.2613)
H (-0.4248, 3.4260, 3.1821)
C (-1.2262, -8.6326, -2.4446)
H (0.7327, 6.8825, 2.2979)
C (-1.0587, -7.1430, -2.9477)
H (1.7204, 10.1864, 4.8491)
H (-0.6625, 4.0609, 1.5489)
C (-2.5667, -9.1253, -1.7210)
N (1.3250, -7.7152, -3.7862)
H (-1.4521, -2.4657, -2.8419)
H (-4.2972, -4.9257, -2.7371)
C (1.2162, -9.0878, -3.3656)
H (0.3986, -5.6444, -3.9875)
H (0.2691, 9.0706, 3.2141)
H (3.0536, 5.4473, 0.8837)
C (1.1542, 7.1194, 3.2810)
H (-4.5536, -2.6858, -2.2487)
H (-1.3588, 2.4963, 2.0094)
H (-4.0035, -4.4862, -4.4957)
H (-0.1784, -10.7212, -2.3259)
C (-3.6514, -2.8048, -2.9608)
H (-3.2156, -6.7331, -3.2371)
H (1.9299, 9.0477, 2.6576)
O (-3.8838, -8.9226, -2.2430)

Results of the natural (NBO) charge analysis, in e, for atoms 1 through 8: number 1, C, carries -0.619; number 2, C, carries -0.610; number 3, O, carries -0.553; number 4, C, carries -0.399; number 5, C, carries -0.186; number 6, C, carries -0.396; number 7, H, carries 0.202; number 8, C, carries -0.610



(3)
The following is a quantum chemistry calculation of a molecular structure, C22H42NP3PtS, from the Open Molecules 2025 dataset.

Results
Net charge: +4
Highest occupied orbital energy (spin up / spin down) (eV): -18.56 / -20.35
DFT total energy (eV): -66889.4928
ΔE to the lowest compared entry with this formula, charge and spin (kcal per mole): 13.4
Spin multiplicity: 5

Element x y z (Å)
C (-0.5186, -0.1743, 4.0642)
H (-2.5636, 0.9841, 2.9033)
H (-2.5642, -1.7076, -4.5656)
H (2.4016, -1.4450, 0.3112)
C (-0.4239, 1.8690, -2.9159)
P (0.7723, 1.4878, -1.5691)
H (-0.0841, 1.4114, -3.8569)
H (-0.7834, 3.8105, 0.5766)
C (-2.1978, 1.8991, 2.4298)
H (0.7377, 2.8391, 2.8075)
H (-1.3311, 2.2642, 2.9928)
H (-2.5630, 3.8446, 0.4977)
C (1.4403, -1.6309, 0.7949)
H (-1.5703, -3.7698, 4.6300)
C (1.6685, 2.7530, 2.2338)
H (4.2884, 0.9801, 1.5446)
C (-0.9275, -4.1810, -6.2569)
N (-0.6087, -0.9906, 3.0128)
H (-2.7222, -3.0596, -6.6738)
C (3.5142, 1.0417, 0.7716)
H (-2.9934, 2.6532, 2.4689)
H (0.6378, -2.4646, -0.9985)
C (1.4328, 3.1803, -1.2330)
C (-0.7982, -2.7160, -3.8667)
H (3.1015, 1.3503, -2.2195)
H (-0.9386, -4.7022, -7.2170)
H (0.9676, -3.8907, -3.4290)
P (-1.7554, 1.5690, 0.6929)
C (-1.2582, -2.7379, 4.5426)
H (-0.2128, 0.8549, 3.8425)
H (-0.5278, -2.5614, 0.4345)
S (-0.4760, -1.4044, -2.6923)
H (0.8180, -5.2317, -5.5240)
H (3.5085, 0.3904, 3.3076)
H (2.4071, -0.2932, -2.0409)
C (-0.9254, -2.2620, 3.2573)
C (-1.6639, 3.3196, 0.1414)
H (0.6905, 3.7985, -0.7134)
C (-1.8564, -2.5055, -4.7723)
H (-0.7284, 0.1919, 6.1610)
C (2.4300, 0.2329, 3.1839)
H (-0.9250, -2.9232, 2.3847)
C (0.3833, -2.1107, 0.0094)
H (-3.6205, 0.0482, 0.5254)
H (2.3568, 3.1427, -0.6409)
C (2.2197, 0.7229, -2.4013)
H (1.6296, 3.4722, 1.4103)
H (-1.3232, -1.3941, -1.5737)
H (-4.1409, 1.7385, 0.2635)
H (-0.4611, 2.9658, -3.0559)
C (-0.8024, -0.5542, 5.3832)
C (-1.2044, -1.8682, 5.6335)
C (-3.3636, 0.9940, 0.0396)
H (1.6595, 3.6634, -2.1991)
C (-1.9098, -3.2292, -5.9587)
C (0.1505, -3.7323, -4.1285)
H (1.9004, 0.6461, 4.0458)
H (-1.4807, -2.1963, 6.6389)
H (3.6030, 0.1739, 0.1143)
H (3.6864, 1.9469, 0.1857)
H (2.5145, 3.0092, 2.8924)
Pt (-0.0303, 0.1483, 0.2029)
P (1.8736, 1.0383, 1.6215)
H (-1.4347, 1.5001, -2.6884)
H (-1.6300, 3.3866, -0.9503)
H (-3.2985, 0.8451, -1.0414)
H (2.2502, -0.8380, 3.1617)
C (0.0796, -4.4516, -5.3240)
H (2.0210, 0.6890, -3.4778)
H (1.4729, -1.8309, 1.8685)

Results of the natural (NBO) charge analysis, in e, for atoms 1 through 8: number 1, C, carries 0.235; number 2, H, carries 0.239; number 3, H, carries 0.255; number 4, H, carries 0.240; number 5, C, carries -0.961; number 6, P, carries 0.995; number 7, H, carries 0.275; number 8, H, carries 0.247



- Which of these has the lowest DFT total energy?
  C22H42NP3PtS



- Look up the net charge of the second one.
  +1



- Among the records above, which one has the highest net charge?
  C22H42NP3PtS